The following is a DFT calculation (the ωB97M-V functional and the def2-TZVPD basis) of a 4-piece molecular cluster, C3H11NO4 overall in a non-equilibrium geometry.

E_tot = -12962.045 eV
ΔE to the lowest compared entry with this formula, charge and spin = 207.9 kcal/mol
multiplicity = 1
F_max = 5.6 eV/A

CARTESIAN COORDINATES (ANGSTROEM)
C 1.0635 2.0392 -0.4941
C -1.5001 0.2915 0.8605
O -2.6395 -0.5721 0.6220
C 1.4891 1.1786 0.5000
N 2.3667 0.1172 0.0126
O 1.1126 1.1721 1.7033
H 1.3916 2.0309 -1.5286
H 0.6488 3.0049 -0.2988
H -1.7355 0.7770 1.8345
H -0.5359 -0.3539 0.8252
H -1.4991 1.0593 0.0128
H 2.5839 0.3638 -0.9453
H 3.2263 -0.1474 0.5078
H 0.3466 -0.7026 -1.2862
H -0.8178 -1.5037 -1.6410
O -0.0342 -1.0592 -2.1395
H -2.1086 -1.3882 0.1831
H -1.5306 -3.1207 -0.8526
O -1.2954 -2.2777 -0.4480



The following is a DFT calculation (the ωB97M-V functional and the def2-TZVPD basis) of a 3-piece molecular cluster, C3H11NOS overall.

E_tot = -17660.845 eV
charge = -1
ΔE to the lowest compared entry with this formula, charge and spin = 11.0 kcal/mol
multiplicity = 2
F_max = 0.7 eV/A

CARTESIAN COORDINATES (ANGSTROEM)
C -1.9460 -0.7231 -0.4455
C -0.8546 -0.0276 0.3312
C 0.3479 -0.9561 0.6147
S 1.8967 -0.6369 -0.2769
N -3.1789 0.0937 -0.4149
H -2.1527 -1.6725 0.0347
H -1.5764 -0.8612 -1.4633
H -0.4741 0.8195 -0.2446
H -1.2704 0.3275 1.2723
H 0.0348 -1.9909 0.4206
H 0.5498 -0.9076 1.6810
H 0.9207 0.2680 -1.7410
H -3.8195 -0.2237 -1.1327
H -2.9276 1.0461 -0.6573
H 1.8397 1.5712 0.3161
H 2.1917 2.8061 1.1583
O 1.5322 2.4786 0.5403



The following is a DFT calculation (the ωB97M-V functional and the def2-TZVPD basis) of a 2-piece molecular cluster, C3H11NOS overall.

SMILES = NCCCS.O
E_tot = -17661.984 eV
ΔE to the lowest compared entry with this formula, charge and spin = 10.1 kcal/mol
multiplicity = 1
F_max = 1.0 eV/A

CARTESIAN COORDINATES (ANGSTROEM)
C 0.4398 -0.0957 -1.0950
C 0.5247 0.7110 0.1824
C -0.1835 2.0722 0.1103
S 0.4000 3.2266 1.4058
N 1.0455 -1.4200 -0.8625
H 1.0058 0.3887 -1.8746
H -0.6064 -0.1980 -1.4053
H 0.1348 0.1157 1.0074
H 1.5677 0.8479 0.4277
H -1.2509 1.9696 0.3007
H -0.0744 2.4869 -0.8846
H -0.0617 2.4814 2.4129
H 1.4338 -1.8133 -1.7078
H 0.2746 -2.0174 -0.5902
H -0.8284 -3.2064 1.0775
H -2.1772 -2.4142 0.9159
O -1.6441 -3.1350 0.5793